DFT (ωB97M-V with the def2-TZVPD basis set) results for a structure of composition C3H4Cl2S2 at a distorted geometry.

The geometry in XYZ format:
```
11
C3H4Cl2S2, DFT ωB97M-V with the def2-TZVPD basis set
Cl -2.39030 -1.09483 -0.51958
Cl 1.35983 -1.50696 1.17342
S 0.59642 1.87250 0.73438
S -1.39408 1.53905 0.35774
C 1.11046 0.66624 -0.54077
C 0.55054 -0.67999 -0.12344
C -1.26783 -0.30134 0.51269
H -1.49519 -0.68505 1.52463
H 0.07380 -1.34786 -0.87557
H 2.21276 0.51849 -0.64375
H 0.64359 1.01977 -1.59975
```

## Properties
- Largest force on an atom: 4.9 eV/Å
- Energy relative to the best compared isomer or geometry (same formula, charge and spin): 0.0 kJ/mol
- Lowest unoccupied orbital energy: 0.5 eV

***

DFT (ωB97M-V with the def2-TZVPD basis set) results for an isolated molecule of C3H4ClF at a distorted geometry.

The geometry in XYZ format:
```
9
C3H4ClF, DFT ωB97M-V with the def2-TZVPD basis set
Cl -1.74507 -1.44045 1.01437
F 0.93684 0.05798 1.47473
C 1.23433 0.05892 -0.78502
C -1.11833 -0.01574 0.24565
C 0.33784 0.00425 0.25738
H 2.31272 0.15359 -0.55578
H 1.06145 0.23762 -1.82884
H -1.39358 0.90522 0.86572
H -1.62621 0.03859 -0.68821
```

## Properties
- Largest force on an atom: 5.0 eV/Å
- Energy relative to the best compared isomer or geometry (same formula, charge and spin): 38.7 kJ/mol
- Lowest unoccupied orbital energy: 0.9 eV
- SMILES string: C=C(F)CCl